1.
Computed, not measured: C31H42N7OsS3Si2Te as an isolated structure, with wB97M-V/def2-TZVPD.

Results
**ΔE to the lowest compared entry with this formula, charge and spin**: 0.00 kcal per mole
**Frontier orbital gap (spin up / spin down)**: 5.232 / 5.233 eV
**HOMO energy (spin up / spin down)**: -16.00 / -16.00 eV
**2S+1**: 1
**Energy**: -3721.20966 Ha
**Net charge**: +3

The geometry in XYZ format:
```
87
C31H42N7OsS3Si2Te | OMol25 | wB97M-V/def2-TZVPD
Os -0.57916 -0.45671 0.37777
Te -0.27690 -3.20540 0.11015
S -1.62032 3.89964 -0.77488
S -2.14633 -0.93319 1.77210
S 3.82140 0.60130 -1.12324
Si -2.17661 -2.51006 -2.66424
Si 2.48406 -4.98789 -0.91692
N 0.72651 -3.44202 3.71160
N 0.44136 -0.09079 2.15698
N 1.39178 0.08821 -0.50449
N -0.80256 1.56670 -0.13285
N 2.94351 -1.65104 0.02992
N -0.34662 -5.49993 4.23842
N -2.95242 2.11589 0.71323
C 2.08434 -0.71096 3.78468
C 3.98359 -4.48735 -1.90926
C -0.04603 3.42302 -1.27819
C 2.61062 -0.43263 -0.49272
C 1.84262 -3.85687 4.33204
C -5.77893 -1.08520 0.02425
C -1.84218 2.38342 -0.00191
C -3.80280 -1.19854 1.38789
C -4.41723 -0.92568 0.15086
C 0.76669 -5.91188 4.84255
C 2.66506 1.84166 -1.34185
C 1.44552 1.40357 -0.97402
C -1.19586 -3.16355 -4.09963
C -6.53517 -1.54115 1.10893
C 0.22349 2.17481 -0.86137
C 0.77887 1.28104 4.07351
C 0.12118 0.99129 2.90272
C 1.40110 -0.91223 2.59488
C -4.57561 -1.64000 2.48226
C 1.85176 -6.67513 -1.35040
C 1.78084 0.42661 4.51882
C 2.76503 -4.81420 0.93507
C 1.89845 -5.11495 4.91911
C 3.12744 -1.65822 4.23287
C 3.02234 -2.97371 4.43158
C -2.02918 -3.52266 -1.05719
C -5.93622 -1.82380 2.33145
C -1.43409 -0.83610 -2.13691
C -3.97046 -2.41420 -3.12718
C 1.06073 -3.76754 -1.45307
C -0.29769 -4.28497 3.71793
H -4.26542 -3.37807 -3.55162
H -1.20999 -3.93867 3.23439
H 0.94709 -6.93011 -0.79243
H 0.74797 -6.90410 5.27733
H 0.58299 4.09547 -1.83864
H 2.60155 -7.43305 -1.11144
H -6.53265 -2.16960 3.16452
H -3.25420 1.16541 0.84556
H 4.90179 -4.69724 -1.35681
H 3.90946 -3.47271 4.80512
H 2.94992 2.82557 -1.67761
H 2.42414 -2.44031 -0.31892
H 1.64754 -1.75410 1.97556
H -7.60416 -1.66764 0.99447
H 1.63545 -6.75792 -2.41766
H -2.86849 -3.29755 -0.39374
H -1.60329 -2.72880 -5.01646
H 2.30624 0.63476 5.44272
H 2.26752 -5.62606 1.47142
H -1.80638 -0.65179 -1.07584
H 0.39290 -4.33782 -2.10204
H 3.93475 -1.84764 0.06204
H -4.64402 -2.20830 -2.29632
H 2.78882 -5.45909 5.42686
H 1.36994 -2.90072 -2.04075
H -2.04996 -4.60137 -1.23487
H -3.68142 2.81225 0.75196
H -0.35704 -0.84760 -2.29661
H 3.99638 -3.43076 -2.18869
H -1.30480 -4.24706 -4.19512
H -4.13336 -1.66525 -3.90599
H -4.09631 -1.82834 3.43549
H -1.81360 0.04226 -2.66656
H 2.40652 -3.87742 1.37448
H 0.50250 2.16215 4.63486
H 3.83093 -4.88548 1.16247
H 4.07920 -1.19803 4.47832
H -3.83813 -0.57515 -0.69439
H -6.26724 -0.86110 -0.91514
H -0.13268 -2.92951 -4.07254
H 4.03074 -5.06099 -2.83739
H -0.67657 1.62102 2.53676
```


2.
Computed, not measured: C31H43BBr2FeN9O as an isolated structure, with wB97M-V/def2-TZVPD.

Results
**ΔE to the lowest compared entry with this formula, charge and spin**: 2.99 kcal per mole
**Frontier orbital gap (spin up / spin down)**: 7.887 / 5.837 eV
**HOMO energy (spin up / spin down)**: -13.32 / -13.45 eV
**2S+1**: 6
**Energy**: -8211.35297 Ha
**Expectation value of S²**: 8.785
**Net charge**: +2

The geometry in XYZ format:
```
88
C31H43BBr2FeN9O | OMol25 | wB97M-V/def2-TZVPD
Br 1.77353 -4.50379 -2.29396
Br 6.79285 -3.08851 -0.30685
Fe 0.17765 -0.13890 -0.15262
O 1.08038 -1.78093 -1.07105
N 0.52320 2.66328 0.65284
N -1.84221 1.91120 0.47566
N -4.16588 -3.09609 2.38633
N -0.43745 1.12554 2.45343
N 0.05002 -0.08891 2.06852
N -2.30086 -1.74537 0.63661
N 0.82342 1.92840 -0.44956
N 2.49142 -0.16031 0.44123
N -1.64436 0.97409 -0.48682
C 1.19632 3.82959 0.62803
C 1.05465 -2.92450 1.99488
C -2.78004 1.15665 -3.82149
C 4.18624 -3.58450 -1.16775
C 2.97174 1.00450 -2.62917
C 2.09534 2.25718 -2.57755
C -4.47874 -1.72203 1.83886
C -2.66774 1.05027 -1.33621
C -0.54942 1.18649 3.78825
C 4.56841 0.57299 1.34450
C 2.85307 -3.31143 -1.36765
C 3.19075 0.71713 1.13996
C 0.25221 -0.78578 3.19901
C -3.33636 -3.89210 1.40878
C 0.85564 2.07409 -3.46428
C 4.99688 -2.68520 -0.47342
C 2.26420 -2.09321 -0.86535
C 0.86778 -2.16604 3.31984
C -2.71691 0.22904 -2.60076
C 4.47142 -1.47252 0.10308
C 5.21201 -0.52715 0.83107
C -2.06643 -3.10843 1.10714
C 0.09446 -3.01204 4.33956
C -0.12302 -0.00976 4.31058
C -2.99161 2.56836 0.23627
C -3.91529 -0.73422 -2.62807
C 1.67237 2.65276 -1.18175
C -3.56214 2.04893 -0.90720
C 3.11896 -1.21382 -0.06902
C -3.17522 -1.00298 1.54209
C 1.95871 3.85822 -0.51684
B -0.72694 2.29831 1.48668
H 6.27427 -0.66930 0.97696
H -1.08122 3.24808 2.13524
H 4.61031 -4.49896 -1.56162
H 0.13913 -2.58557 5.34277
H -3.75495 1.64959 -3.87529
H -5.01950 -3.59639 2.62403
H -2.64085 0.58677 -4.74326
H 2.39677 0.13514 -2.31152
H -1.49027 -3.66177 0.36681
H -2.01140 1.93065 -3.77370
H 5.11016 1.32702 1.89849
H -5.06585 -1.87186 0.93429
H 1.14676 1.83667 -4.49070
H -2.62594 -0.82184 2.47679
H -3.80680 -1.57732 -1.93728
H 0.23636 1.25280 -3.08761
H 3.85861 1.09730 -1.99408
H -3.63674 -2.98583 3.25214
H 2.60421 4.65596 -0.85653
H -1.78770 -0.34676 -2.65456
H 1.06175 4.56860 1.40659
H -5.08043 -1.19117 2.57311
H 0.51228 -4.01920 4.38931
H -1.46051 -3.05351 2.01555
H 1.85268 -1.99677 3.75965
H 2.11138 -3.11578 1.78767
H 2.64433 1.56122 1.55158
H 0.64335 -2.37879 1.15311
H -0.05454 -0.27792 5.35458
H -3.12359 -4.86101 1.85542
H 0.55958 -3.89806 2.02332
H -4.04056 -1.15918 -3.62579
H -2.67268 -1.75362 -0.30421
H -0.96271 -3.09197 4.06504
H 2.67510 3.09425 -2.96498
H 0.24168 2.97804 -3.48061
H -3.94661 -4.03569 0.51935
H -4.83719 -0.20291 -2.37519
H -3.30816 3.37932 0.87816
H -0.91245 2.08186 4.27445
H -3.42328 -0.03671 1.11970
H -4.47614 2.37138 -1.38597
H 3.30465 0.82014 -3.65340
```


3.
Computed, not measured: C31H43BI2N6O4S2 as an isolated structure, with wB97M-V/def2-TZVPD.

Results
**Frontier orbital gap**: 7.511 eV
**HOMO energy**: -8.78 eV
**2S+1**: 1
**Energy**: -3253.15584 Ha

The geometry in XYZ format:
```
89
C31H43BI2N6O4S2 | OMol25 | wB97M-V/def2-TZVPD
I 6.33057 6.78324 -1.66950
I 4.61578 4.24610 -3.38477
S -3.01238 1.88687 1.66650
S -1.96899 3.69295 -0.40558
O 0.38098 3.78048 2.80174
O 3.64432 3.43887 2.30231
O 2.58105 4.15802 0.43673
O 1.09642 1.56833 2.21473
N -8.74628 -3.00694 0.66562
N -1.31296 1.08312 -0.18041
N 0.10347 -0.62789 -0.26218
N -1.43862 -4.40700 -2.96861
N 5.84061 1.04056 0.14970
N 3.83698 -3.53485 -1.03790
C -5.56110 -0.95152 0.65930
C -0.18815 4.05348 -0.50665
C -3.37332 -6.08208 -2.45842
C 4.91026 5.58297 -0.72103
C -8.32805 -2.08617 1.20808
C 0.72674 2.96057 -1.04903
C 0.86444 -5.75693 -0.22711
C 4.78478 5.97280 0.73162
C -2.29997 -5.13356 -2.74995
C 3.86716 -0.11753 -0.54031
C 3.21658 1.08449 -0.74792
C 5.18857 -0.09824 -0.09475
C -2.06182 2.13054 0.38128
C 2.73740 -3.42271 -0.72596
C -2.95352 -7.52887 -2.74178
C -6.79559 -0.13775 1.02471
C 0.18916 3.85027 4.21866
C 1.43670 4.29876 4.95815
C 5.20413 2.19008 -0.05757
C 2.01413 3.44729 -1.72646
C 4.23458 4.61820 -1.35106
C 0.85196 -4.43982 0.53701
C -1.22422 0.70172 -1.50566
C 1.33925 -3.27358 -0.32713
C -7.78232 -0.91874 1.89928
C 3.20646 3.63079 -0.75262
C 3.88213 2.28216 -0.51798
C -0.48901 0.23039 0.51980
C -2.64384 -7.77529 -4.21308
C -0.36109 -0.35799 -1.53150
C 2.64383 3.49684 1.64356
B 1.29460 2.91171 2.25490
H 2.02121 4.96380 4.32224
H -5.82622 -1.83024 0.06945
H 5.76337 3.09251 0.15120
H -1.80372 -7.16532 -4.54769
H -2.08358 -7.77840 -2.13192
H -0.13506 4.91736 -1.16973
H -0.16735 2.88820 4.59867
H 1.87484 -6.03614 -0.52876
H -0.36912 0.31134 1.58578
H 1.23702 -2.32305 0.19933
H 0.31007 1.32344 2.71764
H -7.29173 -1.25636 2.81397
H 5.20972 5.21521 1.38390
H 2.19792 1.04962 -1.10997
H 0.46459 -6.56660 0.38458
H -8.61448 -0.28089 2.20036
H -4.24609 -5.81409 -3.05646
H 3.36648 -1.05439 -0.72701
H 1.80076 4.41979 -2.17243
H 0.25107 -5.66889 -1.12531
H 3.74752 6.13952 1.00441
H 1.16821 4.85753 5.85199
H 5.72588 -1.02657 0.04930
H 2.28876 2.74517 -2.50431
H -3.65590 -5.96357 -1.41142
H 0.72542 -3.19379 -1.22654
H 0.12009 4.38983 0.47977
H -0.61889 4.56051 4.38111
H -0.04539 -0.93426 -2.38370
H 2.08330 3.46642 5.23301
H -2.38449 -8.81982 -4.38154
H -1.76471 1.20836 -2.28547
H -3.50548 -7.53881 -4.83986
H -6.49789 0.75926 1.57092
H 0.16560 2.44066 -1.82623
H -7.30169 0.19750 0.11802
H 5.32030 6.89854 0.91795
H -4.86657 -0.35128 0.07200
H -5.03331 -1.28714 1.55379
H 0.92322 2.21481 -0.27927
H -3.76530 -8.18265 -2.41947
H 1.45992 -4.51797 1.44040
H -0.16527 -4.21062 0.85930
```


4.
Computed, not measured: C31H43BN10O2PdS4 as an isolated structure, with wB97M-V/def2-TZVPD.

Results
**ΔE to the lowest compared entry with this formula, charge and spin**: 0.00 kcal per mole
**Frontier orbital gap**: 4.703 eV
**HOMO energy**: -0.34 eV
**2S+1**: 1
**Energy**: -3650.80931 Ha
**Net charge**: -2

The geometry in XYZ format:
```
92
C31H43BN10O2PdS4 | OMol25 | wB97M-V/def2-TZVPD
Pd 1.03212 0.46965 -0.28963
S 0.51731 2.93111 -0.34413
S -3.99181 -0.57441 -0.35918
S 0.11276 0.01480 2.27972
S 3.26867 -0.84514 -0.25478
O -4.39008 -1.47620 0.70193
O -4.48926 0.78210 -0.27159
N -6.34665 -2.83400 -5.38028
N 1.54362 2.76431 2.18067
N 3.39436 1.83676 0.55010
N -0.40560 -1.43464 -1.12456
N -2.36369 -2.80393 -1.04323
N 2.25108 -1.53557 3.08562
N -0.56664 3.35251 2.16027
N 2.75015 0.55525 2.65977
N 3.41383 1.57167 -1.66348
N -2.44399 -0.49343 -0.64084
C -2.40045 3.35131 0.39761
C -4.71434 -1.24688 -1.84431
C -2.80264 2.53731 2.67454
C -4.38151 -0.69979 -3.07580
C -1.61124 -3.85404 -1.30830
C -0.13553 3.36493 3.47834
C 4.00079 2.79488 -1.35654
C 1.84579 -3.54118 4.40995
C 3.89212 -0.06965 3.10300
C 2.53703 -3.69519 1.99133
C 1.15649 2.99892 3.47678
C 1.70565 -2.91680 3.01863
C -1.74419 -1.60349 -0.92191
C 4.63966 0.66806 -3.56728
C 0.24426 -3.00431 2.59086
C 3.97228 2.94492 -0.02660
C -2.36679 4.99188 2.26836
C 2.75490 2.30884 -3.88895
C 3.03730 0.91352 -0.46959
C 1.72753 -0.33968 2.66221
C -4.91356 -1.22748 -4.24029
C 3.60071 -1.35180 3.37023
C 0.48935 3.01147 1.36315
C -6.11929 -2.85229 -2.95419
C -5.78412 -2.31244 -4.18974
C -2.01027 3.56457 1.85453
C 2.26211 -0.00648 -3.24105
C -5.57965 -2.32531 -1.78898
C 3.26913 1.12604 -3.05495
C -0.23902 -3.78898 -1.47622
C 0.30963 -2.51647 -1.37814
B 2.88691 1.95351 1.97042
H 3.45963 3.13992 -3.92260
H 1.81465 2.67217 -3.47150
H -1.80076 5.70787 1.67004
H -3.68484 0.12767 -3.11175
H -0.00677 -4.06940 2.58817
H 2.61223 -0.92985 -2.79096
H -1.95178 4.08949 -0.26313
H 1.29321 0.23721 -2.79301
H 2.88434 -3.58368 4.74103
H 4.27684 3.78806 0.56918
H 1.83241 2.83022 4.29603
H 0.36877 -4.66206 -1.66889
H -5.74497 -2.68835 -6.17849
H 4.82871 0.45598 3.14532
H -0.42327 -2.47514 3.26528
H 1.27334 -2.96702 5.14018
H -4.64346 -0.80128 -5.20114
H 4.35848 3.47424 -2.10635
H -6.55526 -3.81956 -5.30034
H -6.79398 -3.70124 -2.90614
H 4.23822 -2.15449 3.68739
H 2.51245 -3.17565 1.03299
H 3.73331 2.55835 2.62074
H -0.79159 3.58960 4.29652
H -2.49713 1.52789 2.39859
H -3.86367 2.64301 2.44714
H 0.08582 -2.60133 1.59367
H 2.58429 1.97822 -4.91627
H -3.43181 5.16325 2.10350
H 4.99136 -0.16158 -2.95270
H 1.37661 -2.34164 -1.48249
H 4.57267 0.33922 -4.60820
H -5.79577 -2.76225 -0.82417
H -2.66971 2.66128 3.75066
H 1.45669 -4.56093 4.38642
H -2.13850 2.36134 0.03676
H -2.14994 5.17548 3.32262
H 2.11818 -4.69692 1.87252
H -3.48840 3.44062 0.36114
H 3.57996 -3.79360 2.29638
H -2.13724 -4.80431 -1.39233
H 2.13346 -0.14968 -4.31908
H 5.36805 1.48019 -3.50620
```